Record 1
A 3-piece molecular cluster, C37H56IN2O12P overall, computed with ωB97M-V with the def2-TZVPD basis set.

XYZ file:
```
109
Properties=species:S:1:pos:R:3:forces:R:3:mulliken_charge:R:1
C 9.95554 -0.02282 2.13501 0.14 0.34 0.46 -1.063
C 9.64224 0.53805 0.78680 0.24 0.21 0.04 0.735
O 10.40452 0.49916 -0.13543 0.10 -0.23 -0.49 -0.558
O 8.42224 1.10754 0.71038 -0.43 -0.60 0.22 -0.310
C 7.64138 0.80017 -0.46976 0.01 0.22 0.20 -0.668
C 6.39927 0.01701 -0.04761 0.25 -0.20 -0.10 -0.644
C 5.17436 0.27111 -0.92037 0.00 0.14 -0.23 -0.267
C 4.77542 1.74116 -1.10610 0.33 0.21 0.18 -1.244
C 4.89154 2.64334 0.12481 -0.17 -0.03 0.27 -0.644
C 4.13465 2.18056 1.37949 0.16 -0.13 -0.16 -1.025
C 2.75255 1.59887 1.11186 -0.43 0.11 0.27 0.739
C 1.68431 2.63416 0.72146 0.24 0.04 -0.19 -1.555
C 0.69261 3.05040 1.81350 0.86 0.46 0.37 1.873
C 1.46892 3.37233 3.09339 -0.60 0.02 0.15 -2.616
C -0.03691 4.34660 1.43980 -0.99 -0.50 -1.13 -1.328
C -0.89675 4.27159 0.17603 1.45 -0.80 0.41 2.004
C -0.23831 4.54531 -1.12230 -2.38 2.21 0.27 -1.300
O -1.22005 5.47860 -0.40236 -0.08 -0.18 -0.24 -0.674
O -0.23343 2.02431 2.21241 -0.13 -0.02 -0.05 0.144
C -0.72547 1.12466 1.30474 -0.06 -0.16 0.05 -0.757
O 0.19019 -0.00078 1.19366 0.13 0.15 0.08 -0.300
C 0.22075 -0.57545 -0.03725 -0.16 -0.23 -0.05 -1.072
O 0.84918 -0.12037 -0.94946 0.15 0.34 -0.38 -0.542
C -0.59363 -1.80760 -0.14837 0.12 0.01 0.23 1.755
C -1.28786 -2.08073 -1.31500 0.14 0.15 -0.22 -0.448
C -2.06712 -3.21382 -1.39537 -0.33 -0.11 -0.24 -0.941
C -2.15870 -4.07585 -0.31964 -0.02 -0.13 0.01 -0.711
C -1.45236 -3.80884 0.83734 -0.06 -0.20 0.27 -0.863
C -0.67599 -2.67319 0.93121 0.02 0.10 0.22 0.085
C -2.06797 0.57415 1.80390 0.41 0.07 0.30 0.082
N -3.24376 1.25802 1.31369 -0.17 -0.12 0.15 0.846
C -3.46102 1.20231 -0.11489 -0.31 -0.27 -0.29 -0.345
C -4.92480 1.01451 -0.48541 0.17 0.78 -0.12 -0.112
C -5.16333 1.14268 -1.97666 -0.51 -0.24 0.16 -1.395
I -5.65792 -0.83010 0.29177 -0.05 -0.11 0.06 -0.014
N -3.38480 2.62342 1.80864 -0.43 -0.30 0.05 -0.619
C -4.38325 2.73542 2.52756 -0.68 0.36 0.67 0.743
O -5.29949 2.93982 3.22366 1.07 -0.17 -0.81 -0.476
P -2.16509 0.49636 3.66643 -0.41 0.46 0.33 -0.392
C -3.40464 -0.84460 3.80447 0.32 -0.14 -0.39 -1.046
O -0.78467 -0.33992 4.02004 -0.05 -0.19 -0.06 -0.545
H 9.38938 -0.93544 2.30784 -0.06 -0.08 -0.09 0.264
H 9.68590 0.67628 2.92438 -0.14 0.06 -0.01 0.322
H 11.01895 -0.22014 2.20044 0.06 -0.15 -0.04 0.336
H 7.39778 1.75078 -0.93082 -0.03 0.05 -0.15 0.327
H 8.25002 0.20805 -1.14632 0.14 0.17 -0.19 0.495
H 6.21956 0.19152 1.01007 -0.14 0.22 0.03 0.210
H 6.64837 -1.04232 -0.13759 -0.05 -0.12 0.16 0.478
H 4.32869 -0.31086 -0.55694 0.01 -0.08 0.17 0.001
H 5.40435 -0.13072 -1.91022 -0.13 -0.05 -0.11 0.603
H 3.76112 1.82574 -1.49508 -0.08 -0.23 -0.11 0.355
H 5.42697 2.15828 -1.87598 -0.06 0.15 -0.09 0.530
H 5.93737 2.78719 0.39839 0.10 0.00 0.01 0.338
H 4.52689 3.63723 -0.14234 -0.01 0.05 -0.16 0.493
H 4.72020 1.43303 1.91591 0.08 -0.10 -0.05 0.276
H 4.07439 3.02972 2.06063 -0.10 0.04 0.09 0.412
H 2.79661 0.85895 0.32052 0.08 -0.11 -0.05 -0.910
H 2.42082 1.05538 1.99512 -0.05 -0.07 0.04 0.448
H 1.17663 2.31837 -0.18767 -0.17 -0.08 0.01 0.224
H 2.20375 3.55378 0.44033 -0.03 0.12 -0.04 1.055
H 2.21561 4.13510 2.89370 0.19 -0.04 0.01 0.357
H 1.90821 2.48171 3.53193 0.22 -0.03 -0.07 0.384
H 0.77173 3.78342 3.82345 -0.03 -0.01 0.09 0.607
H -0.70041 4.65686 2.24664 0.20 0.09 0.21 0.416
H 0.70169 5.10802 1.19906 0.08 0.21 0.43 0.493
H -1.66810 3.50289 0.15368 -0.07 0.22 0.12 -0.726
H 0.60758 5.20648 -1.22018 0.78 -0.86 -0.06 0.347
H -0.81471 4.28531 -1.99891 0.71 -0.59 -0.37 0.400
H -0.83303 1.54236 0.29997 0.06 0.13 -0.07 1.122
H -1.21656 -1.40521 -2.15505 0.05 0.10 -0.06 0.534
H -2.62169 -3.42179 -2.29742 -0.04 -0.02 -0.10 0.501
H -2.77788 -4.95723 -0.37694 -0.05 -0.10 -0.06 0.496
H -1.52788 -4.47802 1.68112 0.03 -0.09 0.07 0.471
H -0.14221 -2.43905 1.84069 0.01 0.04 0.11 0.517
H -2.17091 -0.45625 1.46595 0.05 0.00 -0.22 0.425
H -3.13519 2.11479 -0.62646 0.17 0.07 0.07 -0.001
H -2.90779 0.35554 -0.52470 0.18 0.00 0.03 -0.086
H -5.49314 1.80683 0.00049 -0.17 -0.17 0.24 0.487
H -4.69683 0.34208 -2.54490 0.21 0.06 -0.09 0.315
H -6.22956 1.07418 -2.17589 -0.05 -0.06 -0.09 0.377
H -4.84577 2.12816 -2.31583 0.27 0.00 -0.07 0.452
H -4.40660 -0.43488 3.88722 -0.11 0.02 0.08 0.301
H -3.14147 -1.40947 4.69578 -0.16 0.01 0.18 0.375
H -3.37051 -1.52055 2.94893 -0.06 -0.09 0.00 0.226
H -0.37427 0.11921 4.75737 0.25 -0.02 -0.04 0.337
O -7.21360 -1.01081 -3.26738 0.04 0.03 -0.16 -0.510
C -8.28635 -1.49985 -3.07425 0.07 0.01 0.27 0.446
C -8.64434 -2.60202 -2.09510 -0.28 -0.17 -0.27 -0.279
C -10.02050 -3.05242 -2.58473 0.11 0.01 0.05 -0.489
C -10.55826 -1.77252 -3.21531 -0.07 -0.08 0.05 -0.435
O -9.40094 -1.08599 -3.72208 -0.06 -0.01 -0.05 -0.363
H -8.68021 -2.16809 -1.09450 0.07 0.01 0.02 0.181
H -7.89623 -3.38871 -2.12190 0.11 0.08 0.11 0.291
H -10.66761 -3.44778 -1.80489 -0.01 0.06 0.02 0.321
H -9.90563 -3.82114 -3.34979 -0.02 0.00 -0.01 0.269
H -11.04829 -1.12523 -2.48499 0.01 0.00 0.02 0.254
H -11.24248 -1.95259 -4.04039 0.05 0.07 -0.06 0.312
O 0.44194 -6.01617 -2.19127 -0.02 -0.05 -0.07 -0.560
C 1.47183 -5.41266 -2.14345 -0.10 0.08 0.20 0.293
C 1.68304 -3.94501 -1.82162 0.37 0.02 -0.32 0.451
C 3.11009 -3.69484 -2.30725 -0.09 0.00 0.05 -0.247
C 3.74062 -5.07248 -2.13722 0.06 0.10 0.00 -0.483
O 2.67158 -6.00751 -2.35893 0.06 -0.01 -0.04 -0.380
H 1.58474 -3.81072 -0.74308 -0.10 0.01 0.01 -0.043
H 0.94865 -3.33135 -2.33259 -0.15 -0.03 0.14 0.126
H 3.63702 -2.91193 -1.76522 0.01 -0.03 0.05 0.018
H 3.09659 -3.42172 -3.36305 0.02 0.00 -0.01 0.297
H 4.12917 -5.22849 -1.12827 -0.01 0.01 0.01 0.259
H 4.53240 -5.27610 -2.85379 -0.04 -0.10 -0.02 0.353
```
Positions in Å, forces in eV/Å.

HOMO-LUMO gap ... 0.327 Ha
2S+1 ... 1
HOMO ... -8.6 eV
LUMO level ... 0.264 eV
SMILES ... CC(=O)OCCCCCCCC[C@@](C)(C[C@@H]1CO1)O[C@@H](OC(=O)c1ccccc1)[C@H](N(C[C@@H](C)I)N=C=O)P(C)O.O=C1CCCO1.O=C1CCCO1

Record 2
C37H57As2BrMnN2O6P2SSi3 as an isolated structure, computed with ωB97M-V with the def2-TZVPD basis set.

XYZ file:
```
112
Properties=species:S:1:pos:R:3:forces:R:3:mulliken_charge:R:1
Mn 1.94822 1.31576 0.14473 -0.07 -0.06 -0.01 0.673
O 1.89172 -0.95562 -0.81168 0.07 0.18 0.12 -0.636
As 0.82951 -1.67088 0.50963 -0.17 -0.83 -0.30 -0.238
O 0.32638 -1.86694 2.99119 0.08 0.79 -0.01 0.009
O 0.45884 -0.09818 1.16872 0.33 0.53 0.53 0.495
C 2.37183 -2.41123 1.50544 0.08 0.14 0.00 0.009
C 2.57336 -3.77271 1.30838 -0.14 0.33 -0.21 -0.801
C 3.51776 -4.47313 2.04350 0.05 -0.01 0.05 -0.735
C 4.28310 -3.82061 3.00053 -0.06 -0.18 -0.15 -0.809
C 4.09203 -2.46716 3.22291 0.03 0.16 0.16 -0.642
C 3.13196 -1.79336 2.48512 -0.15 0.11 -0.01 -0.029
S 2.97351 -0.06332 2.77485 0.43 0.44 0.62 1.708
O 3.90643 0.32307 3.78444 -0.10 -0.11 -0.01 -0.858
O 1.56699 0.31672 3.35481 1.07 -0.18 -0.17 -0.859
O 3.18464 0.59108 1.49066 0.40 -0.60 0.30 -0.703
H 1.46900 -0.97173 -1.67975 -0.09 0.05 0.09 0.085
H 1.96550 -4.27438 0.56154 0.06 -0.13 0.03 0.462
H 3.65033 -5.53238 1.86546 0.04 -0.01 0.03 0.442
H 5.02307 -4.36849 3.56723 0.02 0.04 0.02 0.426
H 4.68062 -1.92232 3.94797 -0.03 -0.05 0.04 0.626
C -0.32472 -0.14285 4.95197 0.16 0.18 -0.21 -1.946
P -0.06816 -0.07454 3.08278 -0.82 -1.03 -0.02 2.211
C -0.67099 -2.78388 3.37235 -0.11 0.02 -0.03 -0.753
C -0.79008 1.66456 2.92640 0.01 -0.16 -0.39 -0.118
C -2.15246 1.58978 3.23726 0.05 -0.07 0.12 -1.119
C -2.98918 2.68507 3.16958 0.05 0.11 0.01 -0.845
C -2.45895 3.91689 2.80878 -0.11 -0.02 -0.06 -0.949
C -1.12601 4.00641 2.45485 0.12 0.04 0.05 -0.347
C -0.28315 2.89005 2.47161 -0.08 -0.24 0.01 0.694
P 1.40646 3.00611 1.79747 -0.15 0.94 0.24 2.232
C 1.40082 4.63428 0.93800 0.03 -0.22 -0.03 -1.732
C 2.39322 3.49148 3.27399 0.06 -0.27 -0.23 -1.478
H -1.31679 -0.48709 5.23849 -0.02 0.02 -0.06 0.378
H -0.17944 0.85733 5.35974 0.00 -0.01 0.04 0.469
H 0.42537 -0.80519 5.38205 -0.03 -0.08 -0.04 0.432
H -1.21486 -2.45195 4.26184 0.01 -0.06 -0.04 0.272
H -0.18090 -3.73379 3.60100 -0.03 0.02 0.00 0.235
H -1.39022 -2.95070 2.56297 -0.02 -0.01 0.05 0.031
H -2.55197 0.62334 3.53005 -0.09 0.03 -0.02 0.170
H -4.04450 2.58555 3.38831 0.00 -0.01 0.06 0.455
H -3.09028 4.79510 2.77170 0.01 0.02 0.00 0.401
H -0.73284 4.97044 2.16200 -0.03 -0.01 -0.08 0.348
H 1.34923 5.46690 1.63888 -0.03 0.02 -0.01 0.579
H 0.57299 4.68465 0.23081 0.01 0.03 -0.02 0.375
H 2.33176 4.70771 0.37285 0.01 0.01 0.02 0.413
H 1.81455 4.19475 3.87222 0.01 0.03 -0.02 0.451
H 3.30401 3.97544 2.91852 0.05 -0.03 0.07 0.442
H 2.66521 2.63020 3.87998 0.00 0.03 0.03 0.295
Br 9.19164 0.39197 -1.82647 -0.08 0.01 -0.01 -0.230
C 7.33983 0.82029 -1.74487 0.13 -0.01 0.04 0.036
C 6.87279 1.95065 -2.39089 0.07 -0.07 -0.07 -0.707
C 5.52798 2.26969 -2.32922 -0.23 -0.04 0.17 -0.730
C 4.62846 1.47341 -1.59997 0.51 -0.11 -0.11 0.142
C 5.14008 0.33515 -0.95659 -0.20 0.05 -0.02 0.178
C 6.47847 0.00494 -1.02615 0.08 0.09 -0.11 -0.843
N 3.27879 1.76080 -1.46923 -0.35 0.05 0.09 0.203
C 2.64670 2.48914 -2.39908 0.37 -0.27 0.22 -0.434
C 1.29008 2.75881 -2.20962 -0.17 -0.02 0.22 -0.456
C 0.50718 3.56656 -3.07317 0.06 -0.02 0.01 -0.979
C -0.80397 3.80140 -2.78534 0.06 -0.03 -0.03 -0.994
C -1.36823 3.21607 -1.62996 -0.06 -0.01 -0.03 -0.810
C -0.57997 2.41248 -0.84770 -0.12 -0.04 0.11 -1.380
N 0.72399 2.18375 -1.08482 -0.69 0.39 -0.89 2.393
H 7.55435 2.58322 -2.94314 0.02 -0.01 0.01 0.406
H 5.18279 3.16912 -2.82087 0.00 0.03 0.02 0.355
H 4.45557 -0.29948 -0.41111 -0.01 -0.01 0.00 0.275
H 6.85342 -0.88275 -0.53545 -0.02 0.01 0.02 0.475
H 3.15204 2.80059 -3.30659 -0.06 0.09 -0.03 0.485
H 0.98928 3.99477 -3.94245 -0.05 0.01 -0.03 0.513
H -1.41052 4.41739 -3.43665 0.02 0.05 0.01 0.459
H -2.39365 3.40786 -1.35105 -0.05 -0.11 -0.01 0.596
H -0.98962 1.91790 0.02713 0.05 0.02 0.02 0.440
C -3.28318 -4.25194 -2.59133 0.02 0.48 0.12 -1.129
Si -1.87367 -3.39338 -1.64772 0.13 -0.97 -0.27 0.394
C -0.31492 -3.60588 -2.71226 -0.20 0.28 0.22 -0.773
C -1.66013 -4.44441 -0.08231 0.01 0.43 -0.06 -0.815
As -1.99342 -1.06710 -1.18556 -0.80 -0.17 -0.50 0.481
Si -4.17459 -0.93843 -0.24948 -0.67 0.09 0.42 0.207
C -5.60011 -1.68272 -1.25909 0.49 0.02 0.00 -1.126
C -4.65806 0.86911 0.09310 0.38 -0.17 -0.21 -0.835
C -4.11160 -1.81886 1.43003 0.20 0.04 -0.31 -0.761
Si -2.44747 -0.31160 -3.41090 0.06 0.34 -0.74 0.382
C -3.63461 1.17525 -3.43105 0.17 -0.26 0.31 -0.847
C -3.17992 -1.47866 -4.72186 0.11 -0.15 0.46 -1.272
C -0.74100 0.19490 -4.07680 -0.15 -0.12 0.28 -0.607
H -3.01897 -5.29377 -2.78293 0.14 -0.01 0.07 0.382
H -3.48502 -3.77781 -3.55056 -0.03 -0.05 0.03 0.276
H -4.21172 -4.24731 -2.01916 0.01 -0.04 0.01 0.297
H -0.02838 -4.65130 -2.83520 -0.10 -0.07 0.06 0.445
H 0.52487 -3.08730 -2.24398 0.07 -0.01 -0.07 0.050
H -0.46570 -3.18347 -3.70818 0.03 0.04 -0.01 0.244
H -1.62543 -5.50775 -0.32601 -0.03 0.01 -0.16 0.477
H -2.48183 -4.29279 0.61958 0.00 -0.01 0.02 0.215
H -0.73256 -4.18150 0.42437 -0.01 -0.03 0.09 -0.007
H -5.55181 -1.35168 -2.29853 -0.05 0.01 -0.02 0.235
H -6.56446 -1.37846 -0.84903 0.01 0.06 0.08 0.410
H -5.55622 -2.77188 -1.25497 -0.04 0.00 -0.01 0.309
H -5.17295 1.31555 -0.75879 0.02 -0.02 -0.03 0.409
H -3.77593 1.47518 0.31373 -0.03 0.06 0.05 -0.026
H -5.33072 0.93069 0.95045 0.00 -0.10 0.04 0.472
H -4.11307 -2.90359 1.30778 0.05 -0.02 0.00 0.356
H -4.96332 -1.56259 2.06249 -0.06 0.09 -0.07 0.496
H -3.19618 -1.53955 1.95878 -0.01 0.00 0.05 -0.194
H -4.62239 0.86353 -3.77557 -0.02 -0.05 0.03 0.355
H -3.27600 1.95131 -4.10857 0.09 -0.02 -0.03 0.476
H -3.74326 1.61373 -2.44136 -0.01 0.12 -0.02 -0.100
H -4.16600 -1.84806 -4.43422 -0.02 0.02 -0.01 0.309
H -2.54216 -2.34403 -4.90917 0.02 0.01 -0.03 0.309
H -3.29130 -0.93889 -5.66466 0.06 0.14 0.04 0.412
H -0.08350 0.49110 -3.25719 0.04 0.09 0.00 -0.330
H -0.79864 1.03596 -4.76916 -0.09 0.02 -0.03 0.411
H -0.26508 -0.63564 -4.60358 -0.01 -0.05 0.03 0.399
```
Positions in Å, forces in eV/Å.

HOMO-LUMO gap (spin up / spin down) ... 0.223 / 0.257 Ha
Relative energy (zero: lowest compared OMol25 entry of this formula, charge and spin) ... 66.7 kJ/mol
2S+1 ... 6
HOMO (spin up / spin down) ... -5.7 / -7.2 eV
LUMO level (spin up / spin down) ... 0.378 / -0.238 eV

The records above yield calculated total energy values of -3094.86348 -12151.08403 Eh, respectively.
The records above yield largest force on an atom values of 3.3 1.3 eV/A, respectively.